168
Properties=species:S:1:pos:R:3:forces:R:3:mulliken_charge:R:1 method="wB97M-V/def2-TZVPD" mol_weight_g_mol=979.31 spin_multiplicity=1 lumo_ha=0.0057 homo_energy_ha=-0.302 max_force_ev_per_a=7.5 e_tot_ev=-90679.52185 relative_energy_ev=6.912 total_charge=0
O 9.393761 -7.007143 -8.330344 0.001 0.357 1.144 -0.70
O 15.439250 -13.613081 0.678149 -0.203 -0.748 -0.298 -0.35
O 12.581737 -8.502445 -6.378022 0.746 -0.678 -0.642 -0.62
O 16.226048 -19.205902 -6.812245 0.154 0.040 -0.287 -0.43
O 18.379201 -8.573598 -8.499756 -0.063 1.528 -0.537 -0.77
O 8.339554 -11.971662 -4.226681 -1.810 0.359 2.049 -0.13
O 19.191567 -11.704703 -4.989607 1.393 -0.493 1.044 -0.41
O 14.099700 -7.755932 -13.291260 0.269 -1.156 -1.221 -0.40
O 6.181679 -12.315652 -8.881525 -0.049 -1.245 0.649 -0.41
O 15.357822 -14.527566 -4.196520 0.391 0.810 -1.986 -0.07
O 20.150921 -16.206014 -4.291870 0.360 -0.042 -1.206 -0.13
O 10.248630 -14.848131 -7.805065 -3.298 -0.593 0.966 -0.45
O 15.379955 -4.736844 -10.593714 0.125 -0.624 0.799 -0.44
O 17.706366 -13.309102 -7.799321 -1.101 -0.524 0.970 -0.31
O 11.138148 -11.358368 -9.970570 0.922 0.629 -0.443 -0.19
N 10.128598 -6.929622 -6.190337 3.005 -1.154 1.578 -0.25
N 18.952181 -18.551149 -5.925358 1.505 0.683 1.040 -0.43
N 17.931352 -9.542122 -6.536275 -0.725 0.583 4.214 0.04
N 7.041098 -10.840168 -6.478614 -1.249 2.108 0.282 -0.33
N 13.959453 -11.929548 -5.659891 0.657 -0.787 -0.024 0.15
N 18.710890 -15.194555 -8.669140 0.194 -1.845 1.878 -0.38
N 12.269965 -14.018470 -9.804423 1.024 0.840 0.640 -0.44
N 17.624939 -13.494291 -2.163261 0.621 0.251 0.121 0.06
N 8.335371 -5.968662 -6.647486 -4.980 3.315 1.165 -0.37
N 17.983569 -10.716232 -8.335832 -0.505 -3.170 -2.871 0.00
N 15.442820 -5.466603 -13.516395 0.894 1.479 0.771 -0.38
N 18.085946 -13.737140 -9.946399 -1.980 4.002 -6.068 -0.45
C 8.047858 -10.556111 -4.218571 1.713 0.439 -2.203 -0.92
C 20.319885 -12.044963 -5.819547 -0.644 1.333 -0.583 -0.62
C 13.694131 -8.993084 -12.703059 0.350 0.713 1.054 -0.76
C 12.595349 -9.808630 -5.812090 0.681 -0.026 1.320 -0.53
C 18.032834 -14.040784 -8.715448 2.213 -0.853 3.090 0.57
C 20.866774 -17.325058 -4.845703 -0.167 -0.041 0.384 -0.85
C 6.939852 -10.153208 -7.753830 -0.635 -2.621 -1.561 -0.32
C 15.520130 -6.335219 -14.623631 -0.965 -2.286 -0.265 -0.82
C 11.537946 -14.488139 -7.528196 1.169 -0.067 0.328 0.26
C 14.013279 -10.466918 -5.642113 -0.153 -0.408 0.013 -0.38
C 16.592572 -5.516541 -12.618578 -0.084 1.201 1.240 -0.39
C 18.097840 -12.372770 -2.890470 1.159 0.557 -1.884 -0.72
C 8.023317 -10.078639 -5.715307 -0.097 -2.206 1.947 -0.07
C 13.316789 -8.494388 -7.608390 0.262 0.535 -0.220 -0.37
C 12.375588 -14.994187 -8.710340 -1.090 0.938 0.141 -0.73
C 18.097206 -9.540430 -7.812944 0.892 2.453 -1.461 0.40
C 5.984657 -10.959292 -8.734040 0.174 2.555 0.080 -0.83
C 9.355681 -14.885036 -6.662887 0.414 -0.912 0.226 -1.08
C 10.673358 -10.034675 -10.300850 -0.704 -0.610 0.304 -0.55
C 16.359817 -14.115065 -0.272860 0.568 0.823 1.488 -0.45
C 16.509311 -4.453454 -11.427374 -0.570 -2.128 -0.367 -0.66
C 15.339425 -12.536833 -5.786107 -1.238 -0.671 -0.271 0.23
C 17.780129 -17.843612 -5.427380 -1.483 -1.077 -1.811 0.03
C 12.494825 -11.605902 -10.389457 0.349 -1.227 1.729 -0.35
C 15.183635 -14.548715 1.721172 -0.706 0.946 -0.061 -0.80
C 19.873774 -16.243090 -2.919631 -0.158 -0.946 0.266 -0.65
C 7.621175 -12.615568 -3.150020 -0.024 -1.104 0.164 -1.01
C 15.438663 -6.033887 -9.959711 -0.558 -0.215 -0.804 -0.18
C 16.779056 -12.951852 -1.160229 -1.946 -1.691 1.710 -0.74
C 7.478678 -12.679151 -9.308042 0.223 0.710 -0.226 -0.47
C 15.298293 -7.834971 -14.088658 -0.082 1.462 -0.874 -0.48
C 20.048794 -18.627606 -4.901587 0.209 0.175 -1.103 -0.66
C 15.392976 -14.112103 -5.594658 0.335 1.514 0.434 -0.31
C 16.691023 -17.878005 -6.582040 -0.074 0.709 1.537 -0.44
C 14.124447 -14.316261 -3.573900 -0.178 -1.127 1.029 -0.91
C 9.302143 -6.631994 -7.140146 1.181 -2.507 -4.732 0.78
C 13.064902 -12.807690 -9.564484 -0.039 0.068 -1.904 0.06
C 14.955107 -19.571264 -6.240026 0.834 0.833 0.016 -0.65
C 19.118658 -12.745294 -4.001732 -1.663 0.634 0.524 -0.36
H 9.837486 -6.631367 -5.270338 1.175 -0.841 0.008 0.18
H 15.837650 -12.462954 -1.410871 -0.241 0.210 -1.148 0.33
H 19.028677 -16.879234 -2.656493 -0.499 -0.228 -0.345 0.24
H 19.925403 -12.757348 -6.544109 0.741 -0.453 0.018 0.05
H 16.065787 -12.030107 -5.150709 0.133 -0.183 0.436 -0.20
H 14.688591 -5.940560 -13.040369 -0.458 0.911 0.828 0.45
H 15.796353 -14.224538 2.562350 -0.188 -0.463 0.342 0.26
H 8.089916 -13.547541 -2.834069 0.469 -0.172 -0.714 0.28
H 12.907836 -7.746129 -8.287340 -0.515 -0.254 0.017 0.29
H 14.572194 -6.213911 -9.323379 -0.107 0.769 0.051 0.06
H 9.640471 -15.668193 -5.960282 0.780 -0.259 0.066 0.43
H 6.607623 -9.115526 -7.723303 0.010 -0.110 0.312 0.35
H 18.802558 -15.693271 -7.795649 0.148 -0.464 -0.504 0.05
H 12.572330 -11.800288 -11.459178 -0.137 0.194 -0.112 0.34
H 17.009083 -17.330623 -7.469348 0.809 -0.998 -0.587 0.34
H 18.753490 -15.538447 -9.617836 0.610 -1.667 1.378 0.17
H 7.571264 -13.750371 -9.486987 -0.364 0.094 0.203 0.27
H 11.023215 -9.262998 -9.615122 0.590 0.003 -0.156 0.20
H 13.373844 -15.210678 -8.329924 0.365 0.293 -0.663 0.23
H 14.347454 -9.146747 -11.844191 0.018 -0.224 0.351 0.25
H 19.585487 -15.253339 -2.565525 0.545 0.046 -0.021 -0.01
H 8.452615 -5.708574 -5.678620 -1.145 0.387 -0.493 0.14
H 7.712197 -12.145796 -10.229507 0.089 -0.016 -0.337 0.35
H 18.474995 -14.350166 -10.648492 -0.391 0.807 -0.046 0.13
H 17.601696 -11.520908 -7.859627 0.084 -0.026 -0.289 0.09
H 8.998996 -10.289000 -6.153377 0.520 0.547 0.079 0.23
H 13.214396 -10.870717 -10.029140 -0.365 1.031 -0.593 0.09
H 20.713736 -19.444490 -5.182042 0.237 0.128 -0.458 0.53
H 14.617423 -6.110706 -15.191811 -0.033 -0.245 -0.408 0.33
H 15.195539 -8.449765 -14.982842 -0.302 -0.468 0.163 0.45
H 11.801148 -10.440591 -6.209540 0.422 -0.323 -0.803 -0.04
H 11.934090 -15.900566 -9.124633 0.049 -0.275 0.529 0.32
H 14.323828 -14.663598 -2.560139 -0.375 0.221 0.241 0.27
H 14.112839 -14.463426 1.906140 0.044 0.195 0.593 0.27
H 18.782271 -13.628665 -4.544500 0.151 -0.513 0.253 0.00
H 14.152042 -19.127630 -6.828568 -0.157 -0.089 0.003 0.26
H 14.057269 -13.051179 -9.943969 0.349 0.312 -0.310 0.34
H 11.327561 -13.656725 -9.837915 -0.537 -0.529 0.077 0.37
H 17.118497 -14.118785 -2.774494 -0.314 -0.081 -0.110 0.09
H 17.247398 -11.852550 -3.331188 -0.030 0.508 -0.286 0.13
H 16.435471 -3.413402 -11.745090 -0.212 -0.221 -0.242 0.34
H 10.818566 -9.791597 -11.353423 0.391 0.054 0.001 0.31
H 4.945821 -10.725468 -8.501108 -0.113 -0.714 0.626 0.38
H 17.850731 -10.600739 -9.330371 0.152 -0.661 0.013 0.18
H 7.492748 -5.841451 -7.189612 0.203 0.345 0.404 0.26
H 17.958674 -10.450117 -6.094807 0.027 0.457 0.757 0.00
H 7.937141 -10.221717 -8.188353 0.281 0.738 -0.514 0.18
H 13.591358 -12.215565 -4.763900 -0.181 -0.013 -0.235 0.14
H 8.934403 -10.078688 -3.801209 0.058 0.224 0.416 0.32
H 15.660028 -12.311563 -6.803248 0.013 -0.225 -0.129 0.24
H 13.738303 -9.927948 -13.261801 0.063 0.370 -0.848 0.39
H 13.374738 -9.483336 -8.063056 -0.468 -0.015 -0.165 -0.07
H 17.398262 -4.573369 -10.808116 0.371 0.039 -0.091 0.37
H 17.562056 -5.321322 -13.076951 -0.173 -0.026 -0.621 0.35
H 7.521389 -12.150544 -2.169266 0.473 1.222 -0.246 0.37
H 21.827767 -17.454144 -4.347756 -0.099 -0.324 0.983 0.45
H 14.649555 -14.612322 -6.215315 -0.674 0.074 0.339 0.10
H 17.954159 -8.667924 -6.030941 0.238 -0.458 0.040 0.21
H 13.356192 -14.977354 -3.974967 -0.196 -0.006 -0.289 0.32
H 21.273095 -17.061063 -5.822080 -0.930 0.306 -0.397 0.34
H 14.354754 -8.180010 -7.499336 0.188 -0.003 0.581 0.31
H 11.579973 -13.406506 -7.400117 0.421 0.342 -0.221 0.05
H 13.715232 -13.307236 -3.523903 0.444 0.050 -0.006 0.26
H 8.236101 -12.360169 -8.592043 0.181 -0.205 0.205 0.10
H 16.316943 -6.314039 -9.378121 0.467 0.731 0.009 0.35
H 14.901452 -19.202439 -5.215723 -0.136 0.060 0.140 0.29
H 14.866807 -20.657175 -6.206667 0.173 0.108 -0.275 0.26
H 15.893508 -17.171949 -6.350637 -0.686 -0.358 0.840 0.23
H 11.906918 -14.876482 -6.578905 -0.066 -0.527 0.321 0.25
H 16.328031 -14.455520 -6.037208 0.294 0.147 0.487 -0.17
H 20.057229 -12.913188 -3.473532 0.332 -0.108 -0.472 0.56
H 10.863624 -7.565071 -6.466088 0.548 0.048 0.968 0.15
H 20.645966 -11.151442 -6.351907 -0.485 0.193 -0.239 0.24
H 14.812720 -10.196528 -6.331962 -0.435 0.439 -0.397 0.39
H 6.593955 -12.890800 -3.389096 -0.095 0.210 -0.639 0.37
H 16.132586 -8.191615 -13.484629 0.094 -0.072 0.075 0.33
H 16.633117 -6.520666 -12.196474 0.523 0.010 0.379 0.19
H 14.374200 -10.160938 -4.660170 0.219 0.413 0.124 0.35
H 17.218586 -12.204330 -0.499836 0.744 -0.203 -0.165 0.38
H 17.277893 -14.377028 0.253089 0.189 -0.560 0.117 0.41
H 17.599946 -12.891593 -10.208997 0.254 -0.201 -0.514 0.19
H 13.288504 -12.420677 -8.570342 -0.794 -0.429 0.732 -0.43
H 7.260756 -11.808375 -6.664169 0.397 0.017 0.442 0.30
H 20.691203 -16.740718 -2.397842 0.435 0.589 0.388 0.46
H 18.659692 -19.487811 -6.164547 -0.041 -0.099 -0.064 0.30
H 12.300000 -9.696133 -4.768911 -0.359 0.403 0.062 0.44
H 17.958646 -16.815788 -5.111434 0.267 -0.190 -0.011 -0.08
H 17.384634 -18.472449 -4.629732 -0.489 0.500 0.614 0.32
H 9.594069 -10.015871 -10.149615 -0.086 -0.322 0.018 0.09
H 7.812261 -9.011121 -5.652453 -0.124 -0.008 -0.611 0.10
H 9.281291 -14.006481 -6.022032 0.195 0.649 -0.581 0.39
H 18.591878 -11.709964 -2.180030 -0.025 0.229 -0.115 0.45
H 6.052435 -10.458052 -9.699580 0.534 0.096 -0.525 0.43
H 7.184589 -10.152888 -3.689140 -0.369 -0.923 0.065 0.51
H 16.351984 -6.245125 -15.322205 0.336 0.052 0.421 0.41
H 8.353457 -15.246509 -6.893050 0.028 0.555 -0.931 0.38
H 21.223050 -12.286333 -5.259079 -0.319 -0.775 0.219 0.43
H 15.306626 -15.609035 1.500505 0.607 0.033 -0.447 0.34
H 12.679708 -8.850384 -12.330656 0.069 0.017 -0.100 0.22
H 19.770677 -18.959128 -3.901165 -0.710 0.369 0.324 0.33
H 15.941452 -15.023759 -0.705702 0.076 0.092 -0.744 0.31
H 15.344543 -6.820510 -10.708359 0.036 -0.101 -0.268 -0.04